Entry 1:
{"formula": "C20H69N5O12", "method": "ωB97M-V/def2-TZVPD", "e_homo_ev": -9.071, "orbital_gap_ev": 9.2, "relative_energy_kcal_mol": 98.0, "smiles": "COC[C@H](C)N.COC[C@H](C)N.COC[C@H](C)N.COC[C@H](C)N.COC[C@H](C)N.O.O.O.O.O.O.O", "energy_ha": -1979.8302, "symbols": ["C", "O", "C", "C", "C", "N", "H", "H", "H", "H", "H", "H", "H", "H", "H", "H", "H", "C", "O", "C", "C", "C", "N", "H", "H", "H", "H", "H", "H", "H", "H", "H", "H", "H", "C", "O", "C", "C", "C", "N", "H", "H", "H", "H", "H", "H", "H", "H", "H", "H", "H", "C", "O", "C", "C", "C", "N", "H", "H", "H", "H", "H", "H", "H", "H", "H", "H", "H", "C", "O", "C", "C", "C", "N", "H", "H", "H", "H", "H", "H", "H", "H", "H", "H", "H", "O", "H", "H", "O", "H", "H", "O", "H", "H", "O", "H", "H", "O", "H", "H", "O", "H", "H", "O", "H", "H"], "positions_angstrom": [[-2.18405, 4.37471, -0.20890], [-1.84134, 3.14145, 0.37570], [-1.30236, 2.20129, -0.49600], [-0.81307, 1.06083, 0.37470], [0.54788, 1.16427, 0.99471], [-0.79913, -0.26905, -0.21380], [-2.95245, 4.14732, -0.94780], [-1.27955, 4.82472, -0.61814], [-2.57678, 5.14437, 0.45554], [-2.12725, 1.79268, -1.07968], [-0.50951, 2.53010, -1.16783], [-1.58400, 0.96406, 1.13916], [0.41028, 2.05863, 1.60241], [1.34812, 1.25071, 0.25970], [0.71091, 0.34653, 1.69671], [-1.73559, -0.57939, -0.43019], [-0.49544, -0.93844, 0.47886], [-1.34116, 0.23491, 7.76424], [-2.25115, -0.87496, 8.01926], [-1.79637, -1.90576, 7.25435], [-2.63752, -3.14965, 7.55579], [-2.20874, -4.30932, 6.64892], [-4.09065, -2.96520, 7.30405], [-1.28511, 0.46413, 6.70010], [-0.35115, 0.14448, 8.21124], [-1.72410, 1.17343, 8.16504], [-1.75732, -1.58850, 6.21227], [-0.76162, -2.02909, 7.57398], [-2.50419, -3.32712, 8.62294], [-1.16507, -4.59662, 6.77674], [-2.41881, -3.93016, 5.64881], [-2.86452, -5.17294, 6.75945], [-4.21756, -2.77240, 6.32077], [-4.33709, -2.14500, 7.83943], [-9.00950, -2.50830, -2.92301], [-8.16518, -1.70052, -2.09684], [-7.79998, -2.13903, -0.80489], [-7.31085, -3.65205, -0.65060], [-6.98994, -4.01788, 0.83644], [-6.18463, -4.07195, -1.47892], [-9.32905, -1.94907, -3.80236], [-9.89192, -2.91842, -2.43183], [-8.49199, -3.39519, -3.28866], [-6.99254, -1.43703, -0.59669], [-8.55430, -2.01409, -0.02804], [-8.10395, -4.33671, -0.95113], [-6.67990, -5.04224, 1.04298], [-7.80255, -3.88970, 1.55151], [-6.20104, -3.36088, 1.20264], [-5.98776, -5.02798, -1.21938], [-6.45517, -4.13165, -2.45018], [8.84323, -1.95762, 0.07606], [8.92054, -3.30440, 0.50996], [9.78331, -4.06194, -0.39251], [9.70793, -5.64980, -0.12966], [10.10851, -6.08087, 1.26420], [10.59586, -6.38148, -1.13311], [8.41254, -1.42927, 0.92661], [8.19017, -1.74540, -0.77044], [9.82783, -1.50963, -0.05795], [9.43327, -3.91283, -1.41395], [10.84990, -3.84410, -0.44737], [8.65098, -5.89848, -0.22506], [11.12708, -5.77420, 1.50202], [10.07013, -7.15821, 1.42525], [9.42186, -5.57645, 1.94402], [10.59195, -7.38050, -0.98470], [10.10046, -6.40619, -2.01292], [2.66588, 3.22431, -7.28081], [2.39585, 3.73466, -5.98607], [2.26262, 5.17174, -5.83658], [3.57290, 5.91995, -5.91501], [4.46201, 5.64415, -4.71877], [3.25110, 7.31129, -5.87099], [3.57938, 3.59218, -7.74802], [1.74404, 3.45783, -7.81351], [2.75225, 2.13789, -7.29908], [1.62521, 5.46148, -6.67196], [1.60658, 5.44757, -5.01097], [3.98796, 5.71320, -6.90146], [4.63144, 4.57625, -4.58099], [3.90940, 5.94562, -3.82893], [5.34991, 6.27440, -4.66855], [2.51024, 7.47607, -5.20461], [2.97189, 7.76980, -6.72651], [4.50584, -3.79876, -0.61286], [4.05188, -3.16090, -1.16357], [5.41326, -3.49480, -0.59167], [-2.22552, 10.17026, -3.87953], [-2.01436, 10.16315, -2.94593], [-3.16381, 9.98423, -3.91479], [-7.93322, 4.28186, 0.88512], [-7.26175, 3.61943, 0.72214], [-8.37070, 3.98854, 1.68438], [-9.26948, 5.91886, -2.90939], [-9.03595, 5.58527, -2.04313], [-10.21189, 6.07870, -2.85896], [2.37552, -1.00716, -3.64671], [2.18718, -0.15182, -4.03290], [1.61490, -1.19491, -3.09677], [2.58732, -5.18124, 3.97859], [2.78183, -5.29258, 3.04799], [3.34507, -5.55489, 4.42850], [-1.07515, 5.93069, 4.06755], [-1.23645, 5.35867, 3.31722], [-0.13301, 6.09807, 4.04357]], "forces_ev_per_a": [[0.236, -0.237, -0.698], [0.271, 1.019, 1.523], [-0.157, -1.379, -0.221], [-0.387, -1.957, 0.791], [-0.629, 1.558, 0.887], [-0.453, -0.647, -1.719], [0.061, 0.518, -0.502], [-0.057, 0.057, -0.620], [-0.113, -0.661, 0.668], [-0.056, -0.035, -0.604], [0.050, 0.571, -0.032], [0.110, 0.796, 0.668], [1.015, 0.324, 0.172], [-0.044, 0.009, 0.117], [0.161, -0.066, -0.197], [-0.270, 0.037, -0.354], [0.293, 0.094, 0.090], [-1.292, 0.709, 0.455], [0.433, 3.306, 0.650], [0.546, -1.436, 0.004], [-0.277, -0.311, -0.964], [-0.299, 0.429, 0.346], [1.026, 0.041, 0.800], [0.264, -0.492, -0.240], [0.081, -0.687, -0.127], [-0.504, -0.290, 0.428], [-0.297, -0.401, -0.539], [0.468, -0.856, -0.287], [-0.073, -0.329, 0.021], [-0.044, 0.045, -0.203], [0.480, -0.208, -0.351], [0.121, 0.003, 0.327], [-0.144, 0.215, -0.153], [-0.487, 0.263, -0.176], [0.307, -0.426, 0.417], [-0.812, -0.409, -0.702], [1.248, -1.482, -0.051], [-0.668, -0.335, 0.559], [0.005, 0.972, -0.006], [0.630, 0.549, 0.026], [0.169, 0.302, 0.283], [-0.201, 0.366, 0.401], [0.368, -0.071, -0.092], [0.242, -0.307, 0.445], [-0.548, 0.134, -0.218], [-0.932, 0.407, 0.204], [0.188, -0.125, -0.702], [-0.443, 0.309, -0.390], [0.240, -0.030, -0.049], [0.273, -0.132, 0.076], [-0.057, 0.287, -0.190], [-0.109, 0.468, 1.410], [1.485, -0.885, -1.430], [-0.668, -2.145, 0.033], [0.407, 0.214, -0.515], [0.141, 0.780, 0.221], [-1.194, 1.010, 0.154], [-0.128, 0.116, -0.004], [0.105, -0.484, -0.378], [0.146, -0.127, -0.343], [-0.242, 0.047, -0.188], [0.110, 0.751, 0.798], [-0.150, -0.197, -0.337], [0.065, 0.132, -0.019], [-0.268, -0.019, -0.199], [0.126, -0.163, 0.310], [0.173, -0.214, 1.036], [-0.028, 0.722, -0.567], [-1.014, 0.566, 0.146], [0.621, -0.123, 1.703], [-0.496, -1.785, -2.048], [-0.508, 0.080, 0.222], [-0.243, -0.378, 0.380], [-0.110, 1.835, 0.080], [-0.088, 0.423, -0.056], [0.310, 0.092, -1.005], [-0.046, 0.002, 0.694], [0.100, 0.463, -0.536], [0.558, -0.545, 0.758], [0.521, -0.173, 0.206], [0.454, 0.037, -0.157], [-0.305, 0.052, 0.099], [0.185, -0.369, -0.470], [-0.003, 0.188, 0.207], [0.052, -0.383, -0.213], [-0.098, -0.211, 0.142], [-0.165, 0.172, -0.190], [0.272, 0.040, 0.056], [0.162, 0.018, -0.170], [0.090, 0.020, 0.230], [-0.250, -0.043, -0.060], [-0.066, 0.208, -0.174], [0.192, -0.158, -0.083], [-0.142, -0.033, 0.208], [0.123, 0.055, -0.217], [0.126, -0.119, 0.287], [-0.225, 0.048, -0.023], [0.248, -0.186, -0.020], [-0.013, 0.246, -0.108], [-0.255, -0.042, 0.193], [-0.207, 0.086, 0.129], [0.034, 0.011, -0.287], [0.177, -0.079, 0.140], [-0.155, 0.102, 0.144], [-0.085, -0.200, -0.196], [0.239, 0.064, 0.033]], "mulliken_charge": [-0.786, -0.296, -0.707, 0.566, -1.424, -0.692, 0.317, 0.321, 0.253, 0.354, 0.331, 0.240, 0.330, 0.298, 0.425, 0.244, 0.238, -0.802, -0.330, -0.529, 0.191, -1.372, -0.708, 0.321, 0.307, 0.301, 0.316, 0.345, 0.351, 0.355, 0.323, 0.372, 0.250, 0.309, -0.675, -0.330, -0.597, 0.539, -1.530, -0.744, 0.268, 0.323, 0.210, 0.314, 0.315, 0.283, 0.389, 0.369, 0.355, 0.250, 0.261, -0.790, -0.309, -0.656, 0.456, -1.339, -0.746, 0.280, 0.294, 0.331, 0.315, 0.377, 0.242, 0.326, 0.382, 0.326, 0.261, 0.251, -0.710, -0.328, -0.785, 0.462, -1.334, -0.688, 0.263, 0.316, 0.243, 0.378, 0.381, 0.345, 0.311, 0.306, 0.356, 0.231, 0.253, -0.640, 0.328, 0.308, -0.640, 0.318, 0.322, -0.627, 0.314, 0.319, -0.645, 0.324, 0.315, -0.641, 0.300, 0.332, -0.645, 0.326, 0.318, -0.641, 0.325, 0.317]}

=====

Entry 2:
{"formula": "C19H26F3N4O4PdS", "method": "ωB97M-V/def2-TZVPD", "e_homo_ev": -11.605, "orbital_gap_ev": 7.8, "charge": 1, "relative_energy_kcal_mol": 21.7, "energy_ha": -2085.0937, "symbols": ["Pd", "N", "C", "C", "C", "N", "H", "H", "H", "H", "H", "H", "H", "H", "H", "H", "F", "C", "F", "F", "C", "C", "C", "N", "C", "C", "H", "H", "H", "H", "C", "C", "C", "C", "C", "C", "C", "S", "O", "O", "N", "C", "C", "C", "O", "O", "H", "H", "H", "H", "H", "H", "H", "H", "H", "H", "H", "H"], "positions_angstrom": [[-0.05141, -0.34734, -1.41695], [-1.25982, 0.77547, -2.65492], [-0.84508, 2.20308, -2.65285], [0.53002, 2.39663, -3.27308], [1.69523, 1.85771, -2.45733], [1.67568, 0.37866, -2.36344], [-1.29507, 0.44046, -3.61457], [-2.20874, 0.69633, -2.29462], [-0.85473, 2.54190, -1.61600], [-1.58210, 2.79086, -3.20269], [0.68376, 3.46890, -3.40218], [0.54963, 1.97262, -4.28399], [1.65827, 2.24582, -1.43873], [2.63555, 2.18467, -2.90615], [2.43082, 0.05352, -1.76450], [1.83556, -0.03294, -3.27864], [-2.79733, -6.68798, -3.69985], [-3.20871, -6.15940, -2.53868], [-4.53706, -6.00084, -2.61487], [-2.95096, -7.03995, -1.56882], [-2.52941, -4.83252, -2.29090], [-1.72857, -4.62513, -1.18517], [-1.13706, -3.38127, -1.02760], [-1.30568, -2.38071, -1.89075], [-2.08213, -2.59960, -2.95533], [-2.71382, -3.80192, -3.20009], [-1.56266, -5.40676, -0.45849], [-0.49373, -3.18265, -0.18113], [-2.20489, -1.77446, -3.64744], [-3.33306, -3.93064, -4.07700], [3.25446, 3.94579, 0.76797], [2.32841, 3.28595, 1.75214], [0.97014, 3.14890, 1.49128], [0.11276, 2.56839, 2.41954], [0.62609, 2.12455, 3.62537], [1.98163, 2.25314, 3.91060], [2.82218, 2.82485, 2.97484], [-0.43724, 1.35822, 4.81740], [-1.77482, 1.65908, 4.40722], [0.05882, 1.66507, 6.12325], [-0.19155, -0.23870, 4.63208], [-0.55388, -0.93542, 3.41632], [0.60346, -1.05461, 2.41760], [0.18333, -0.88417, 0.98937], [1.02304, -1.17852, 0.04750], [-0.93102, -0.41858, 0.66722], [2.71530, 4.30912, -0.10714], [4.03442, 3.25801, 0.43476], [3.75589, 4.80044, 1.22313], [0.56338, 3.53902, 0.56407], [-0.94830, 2.48049, 2.22733], [2.36210, 1.92650, 4.86991], [3.87514, 2.93983, 3.20263], [0.38890, -0.66387, 5.33705], [-1.37117, -0.38123, 2.95665], [-0.95192, -1.91644, 3.67475], [1.16371, -1.98653, 2.51241], [1.32431, -0.25178, 2.60148]], "forces_ev_per_a": [[0.216, 0.047, -0.211], [0.102, -0.023, 0.064], [-0.050, 0.004, -0.044], [0.000, -0.013, 0.011], [0.093, -0.008, -0.015], [-0.114, 0.107, 0.070], [0.047, -0.038, 0.011], [0.017, -0.016, 0.049], [0.007, -0.010, 0.007], [0.015, 0.009, -0.007], [0.009, 0.005, 0.001], [-0.010, -0.011, 0.012], [-0.005, -0.001, 0.017], [-0.009, 0.010, -0.013], [-0.015, 0.000, 0.033], [-0.038, -0.021, 0.001], [-0.001, 0.001, 0.001], [-0.005, 0.002, 0.002], [0.006, -0.003, 0.000], [-0.001, 0.002, -0.003], [-0.002, -0.010, 0.001], [-0.001, 0.002, 0.001], [-0.004, 0.013, -0.027], [-0.100, -0.095, 0.094], [0.023, 0.035, 0.032], [-0.007, 0.008, -0.013], [0.000, 0.000, 0.000], [0.006, -0.004, 0.007], [-0.012, -0.015, -0.014], [-0.001, -0.001, 0.001], [0.000, 0.004, -0.019], [0.011, -0.005, 0.015], [-0.010, -0.018, 0.004], [-0.016, 0.008, -0.013], [0.051, 0.006, 0.015], [0.003, 0.004, 0.001], [-0.001, 0.003, -0.012], [-0.003, 0.077, 0.016], [0.028, -0.030, -0.016], [-0.031, -0.012, -0.015], [-0.084, -0.056, 0.083], [-0.031, 0.033, -0.024], [0.099, -0.070, -0.068], [-0.311, 0.132, 0.115], [0.013, 0.090, -0.164], [0.084, -0.116, 0.059], [-0.009, -0.006, -0.006], [-0.006, -0.004, 0.003], [0.002, 0.000, 0.000], [0.003, 0.003, -0.007], [0.001, 0.000, 0.007], [-0.007, 0.000, 0.002], [0.000, 0.003, -0.005], [0.050, -0.001, -0.035], [-0.010, 0.002, 0.024], [0.024, -0.010, -0.003], [-0.023, -0.008, 0.001], [0.007, -0.006, -0.029]], "nbo_charge": [0.997, -0.759, -0.229, -0.434, -0.229, -0.779, 0.391, 0.412, 0.219, 0.218, 0.252, 0.209, 0.217, 0.213, 0.417, 0.395, -0.310, 0.969, -0.309, -0.307, -0.075, -0.208, 0.059, -0.494, 0.039, -0.208, 0.253, 0.212, 0.183, 0.248, -0.655, 0.092, -0.266, -0.176, -0.369, -0.166, -0.242, 2.347, -0.933, -0.928, -0.891, -0.236, -0.548, 0.794, -0.676, -0.688, 0.206, 0.221, 0.239, 0.199, 0.249, 0.244, 0.223, 0.425, 0.251, 0.216, 0.243, 0.262]}